Record 1
{"formula": "C3H11N2O", "method": "the ωB97M-V functional and the def2-TZVPD basis", "symbols": ["C", "C", "N", "C", "N", "H", "H", "H", "H", "H", "H", "H", "H", "H", "H", "H", "O"], "xyz": [[2.06, 0.03, 1.27], [0.84, -0.86, 1.20], [-0.40, -0.23, 0.74], [-1.02, -0.36, -0.40], [-2.35, -0.31, -0.52], [2.21, 0.54, 0.32], [2.94, -0.55, 1.54], [1.93, 0.83, 2.01], [0.66, -1.43, 2.11], [1.05, -1.63, 0.46], [-0.96, 0.18, 1.48], [-0.50, -0.44, -1.31], [-2.89, 0.34, 0.04], [-2.75, -0.82, -1.29], [0.16, 1.69, -2.63], [1.37, 1.82, -1.65], [0.60, 1.28, -1.89]], "nbo_charge": [-0.62, -0.22, -0.50, 0.43, -0.76, 0.21, 0.25, 0.22, 0.23, 0.21, 0.41, 0.25, 0.43, 0.44, 0.49, 0.50, -0.98], "e_above_lowest_kj_mol": 123.3, "charge": 1, "spin_multiplicity": 1, "homo_lumo_gap_ev": 11.1, "max_force_ev_per_a": 2.1}



Record 2
{"formula": "C3H11N2O3", "method": "the ωB97M-V functional and the def2-TZVPD basis", "symbols": ["N", "C", "C", "O", "C", "N", "O", "H", "H", "H", "H", "H", "H", "H", "H", "H", "H", "H", "O"], "xyz": [[1.95, 0.32, -1.00], [0.60, -0.02, -0.22], [-0.01, 1.39, 0.00], [0.10, 2.06, -1.17], [0.84, -0.83, 1.08], [-0.07, -1.48, 1.89], [2.05, -0.99, 1.31], [2.42, -0.64, -1.12], [1.79, 0.83, -1.90], [2.65, 0.91, -0.53], [-0.17, -0.59, -0.86], [-0.97, 1.37, 0.35], [0.45, 1.98, 0.89], [-0.73, 2.16, -1.78], [0.33, -2.20, 2.52], [-1.07, -1.32, 1.89], [-3.23, -1.78, -0.35], [-3.70, -0.32, -0.83], [-3.21, -0.85, -0.15]], "nbo_charge": [-0.71, -0.12, -0.08, -0.75, 0.63, -0.81, -0.62, 0.47, 0.47, 0.46, 0.26, 0.21, 0.20, 0.52, 0.44, 0.42, 0.49, 0.49, -0.98], "e_above_lowest_kj_mol": 222.3, "charge": 1, "spin_multiplicity": 1, "homo_lumo_gap_ev": 10.9, "max_force_ev_per_a": 4.2}



Record 3
{"formula": "C3H11N2S", "method": "the ωB97M-V functional and the def2-TZVPD basis", "symbols": ["C", "C", "S", "H", "H", "H", "H", "H", "H", "N", "C", "N", "H", "H", "H", "H", "H"], "xyz": [[3.70, -0.81, -1.00], [2.54, -1.54, -0.18], [1.18, -0.51, 0.40], [3.25, -0.58, -1.99], [3.97, 0.02, -0.37], [4.70, -1.39, -0.97], [3.07, -2.09, 0.66], [2.03, -2.15, -0.81], [1.90, 0.18, 1.35], [-2.25, 0.57, 0.77], [-2.84, 1.56, 0.14], [-3.93, 1.36, -0.59], [-2.61, -0.19, 1.36], [-1.23, 0.66, 0.79], [-2.32, 2.57, 0.10], [-4.59, 2.05, -0.97], [-4.30, 0.39, -0.65]], "nbo_charge": [-0.62, -0.50, -0.12, 0.22, 0.21, 0.23, 0.23, 0.21, 0.14, -0.75, 0.42, -0.70, 0.46, 0.44, 0.24, 0.45, 0.43], "e_above_lowest_kj_mol": 141.2, "charge": 1, "spin_multiplicity": 1, "homo_lumo_gap_ev": 7.7, "max_force_ev_per_a": 4.1}



Record 4
{"formula": "C3H11N2S", "method": "the ωB97M-V functional and the def2-TZVPD basis", "symbols": ["C", "C", "S", "H", "H", "H", "H", "H", "H", "N", "C", "N", "H", "H", "H", "H", "H"], "xyz": [[-1.70, 0.73, -1.44], [-0.90, 1.96, -1.11], [-0.80, 2.09, 0.80], [-2.48, 0.38, -0.64], [-1.06, -0.25, -1.63], [-2.35, 0.80, -2.45], [0.14, 1.89, -1.40], [-1.32, 2.78, -1.65], [-1.56, 3.21, 0.79], [2.17, -1.00, 1.66], [1.11, -1.58, 1.35], [1.17, -2.58, 0.45], [3.05, -1.34, 1.23], [2.12, -0.15, 2.26], [0.10, -1.20, 1.75], [0.49, -3.25, 0.42], [1.81, -2.50, -0.40]], "nbo_charge": [-0.65, -0.48, -0.15, 0.23, 0.19, 0.24, 0.21, 0.24, 0.17, -0.66, 0.40, -0.77, 0.44, 0.46, 0.26, 0.42, 0.44], "e_above_lowest_kj_mol": 187.2, "charge": 1, "spin_multiplicity": 1, "homo_lumo_gap_ev": 8.0, "max_force_ev_per_a": 4.9}